2 unconnected molecules or ions with the total composition C6H14N2O in a non-equilibrium geometry, computed with the ωB97M-V functional and the def2-TZVPD basis.

Structure (ORCA input):
```
! RIJCOSX wB97M-V def2-TZVPD def2/J DEFGRID3
* xyz 0 1
C 1.941 -1.051 0.886
C -0.443 1.999 0.210
N 1.277 -0.063 0.028
C -0.063 0.694 0.852
N 2.117 0.900 -0.600
O -0.078 0.473 2.037
H 2.756 1.280 0.097
H 2.665 0.435 -1.317
H 2.520 -0.566 1.673
H 2.579 -1.680 0.265
H 1.190 -1.674 1.369
H -1.485 2.199 0.449
H 0.172 2.796 0.634
H -0.304 1.981 -0.867
C -1.900 -0.362 -1.597
C -1.265 -0.650 -0.259
C -1.790 -1.543 0.578
H 0.342 -0.502 -0.474
H -2.318 0.649 -1.621
H -1.170 -0.409 -2.412
H -2.712 -1.060 -1.833
H -2.636 -2.180 0.318
H -1.395 -1.667 1.583
*
```

As for the energy above the lowest of the compared OMol25 structures with the same formula, charge and spin: 532.0 kJ/mol. As for the energy: -11472.2558 eV. The gap between HOMO and LUMO comes out at 8.5 eV. The HOMO energy is -7.8 eV.


2 unconnected molecules or ions with the total composition C5H13N in a non-equilibrium geometry, computed with the ωB97M-V functional and the def2-TZVPD basis.

Structure (ORCA input):
```
! RIJCOSX wB97M-V def2-TZVPD def2/J DEFGRID3
* xyz 0 1
C 6.531 0.827 1.139
N 6.096 0.369 0.057
C 6.317 -0.988 -0.431
H 6.303 1.886 1.305
H 7.144 0.339 1.904
H 7.354 -1.193 -0.672
H 5.741 -1.001 -1.352
H 5.870 -1.781 0.184
C -5.469 -0.107 0.790
C -4.905 0.665 -0.394
C -3.702 -0.021 -1.070
H -4.745 -0.753 1.282
H -6.331 -0.708 0.498
H -5.897 0.570 1.528
H -4.534 1.620 -0.017
H -5.665 0.918 -1.141
H -3.984 -0.645 -1.915
H -2.912 0.675 -1.355
H -3.210 -0.673 -0.342
*
```

As for the energy above the lowest of the compared OMol25 structures with the same formula, charge and spin: 163.3 kJ/mol. As for the SMILES: C=NC.CCC. As for the energy: -6884.5044 eV. The gap between HOMO and LUMO comes out at 10.6 eV. The HOMO energy is -9.3 eV.


A molecular structure, C24H25F5N2O5OsSSe, computed with the ωB97M-V functional and the def2-TZVPD basis.

Structure (ORCA input):
```
! RIJCOSX wB97M-V def2-TZVPD def2/J DEFGRID3
* xyz 2 1
Os 0.620 0.714 -0.751
C 0.946 -1.328 1.757
O 1.308 -0.010 1.275
C 2.522 0.472 1.898
C 3.769 -0.117 1.273
O 3.903 0.246 -0.090
C 4.365 1.566 -0.324
C 3.344 2.278 -1.180
O 2.070 2.349 -0.492
C 1.955 3.520 0.343
H 1.019 -1.325 2.843
H 1.608 -2.086 1.338
H -0.080 -1.519 1.464
H 2.477 0.217 2.959
H 2.499 1.555 1.815
H 3.740 -1.206 1.296
H 4.640 0.197 1.858
H 5.321 1.533 -0.853
H 4.530 2.100 0.616
H 3.161 1.724 -2.101
H 3.659 3.292 -1.433
H 1.918 4.406 -0.291
H 2.815 3.588 1.011
H 1.047 3.436 0.931
C -4.036 -4.285 3.669
C -3.576 -3.439 2.521
C -3.275 -2.088 2.698
C -2.861 -1.303 1.637
C -2.738 -1.888 0.381
C -3.043 -3.230 0.169
C -3.457 -3.993 1.244
S -2.221 -0.912 -0.958
O -2.603 0.453 -0.762
O -2.440 -1.589 -2.195
N -0.521 -0.835 -0.798
C 0.364 -1.725 -1.423
C 0.287 -3.043 -1.814
C 1.430 -3.571 -2.403
C 2.572 -2.794 -2.569
C 2.570 -1.478 -2.146
N 1.469 -0.971 -1.590
H -4.201 -3.690 4.565
H -3.295 -5.052 3.899
H -4.965 -4.799 3.420
H -3.391 -1.642 3.678
H -2.665 -0.248 1.771
H -2.995 -3.650 -0.826
H -3.714 -5.034 1.090
H -0.617 -3.616 -1.683
H 1.429 -4.600 -2.737
H 3.462 -3.202 -3.026
H 3.429 -0.831 -2.233
F -3.651 5.860 -0.536
C -2.844 4.954 -1.030
C -2.208 4.059 -0.167
F -2.412 4.115 1.137
C -1.366 3.126 -0.715
F -0.739 2.247 0.146
C -1.118 3.027 -2.070
Se -0.053 1.635 -2.768
C -1.761 3.931 -2.913
F -1.559 3.869 -4.217
C -2.620 4.892 -2.402
F -3.221 5.742 -3.204
*
```

As for the energy: -130729.4519 eV. The gap between HOMO and LUMO (spin up / spin down) comes out at 5.5 / 6.2 eV. The HOMO energy (spin up / spin down) is -14.4 / -14.4 eV.


C20H26ClNO2 in the gas phase in a non-equilibrium geometry, computed with the ωB97M-V functional and the def2-TZVPD basis.

Structure (ORCA input):
```
! RIJCOSX wB97M-V def2-TZVPD def2/J DEFGRID3
* xyz 0 1
C -1.319 -4.561 -0.759
C -1.470 -3.344 -1.716
O -0.525 -2.580 -1.786
C -0.426 -1.854 -0.380
C 0.806 -1.936 0.302
C 1.156 -1.131 1.200
C 2.499 -1.226 1.987
N 3.572 -0.954 0.891
C 3.448 0.429 0.216
C 4.441 0.709 -0.835
C 5.856 0.547 -0.455
C 4.059 1.999 -1.291
C 0.112 -0.439 1.878
C -1.055 -0.447 1.396
Cl -2.324 0.322 2.185
C -1.443 -0.822 0.211
O -2.737 -0.766 -0.471
C -2.609 -0.186 -1.628
C -2.108 1.455 -1.114
C -3.010 2.310 -0.779
C -2.591 3.520 -0.099
C -1.129 3.663 -0.233
C -0.327 2.819 -0.699
C -0.665 1.757 -1.276
H -1.203 -4.423 0.244
H -2.142 -5.191 -1.091
H -0.553 -4.956 -1.062
H -1.500 -3.522 -2.796
H -2.517 -2.901 -1.457
H 1.759 -2.456 -0.334
H 2.679 -2.134 2.186
H 2.813 -0.546 2.706
H 4.486 -1.011 1.100
H 3.625 1.143 1.165
H 2.397 0.497 0.058
H 4.108 -0.089 -1.311
H 6.131 -0.344 0.011
H 6.559 1.054 -1.257
H 6.087 1.470 0.124
H 3.015 2.006 -1.897
H 4.600 2.270 -2.314
H 4.255 2.740 -0.712
H 0.389 0.208 2.874
H -3.677 0.194 -2.077
H -1.930 -0.418 -2.320
H -4.119 2.155 -0.414
H -3.211 4.406 0.219
H -0.907 4.875 0.211
H 0.722 3.077 -0.916
H -0.115 0.953 -1.478
*
```

As for the energy above the lowest of the compared OMol25 structures with the same formula, charge and spin: 1549.0 kJ/mol. As for the SMILES: CCOc1cc(CNCC(C)C)cc(Cl)c1OCc1ccccc1. As for the energy: -39252.8796 eV. The gap between HOMO and LUMO comes out at 9.1 eV. The HOMO energy is -8.7 eV.


13 unconnected molecules or ions with the total composition C26H78O26 in a non-equilibrium geometry, computed with the ωB97M-V functional and the def2-TZVPD basis.

Structure (ORCA input):
```
! RIJCOSX wB97M-V def2-TZVPD def2/J DEFGRID3
* xyz 0 1
C 8.002 -3.661 0.584
C 9.014 -4.503 -0.246
O 9.779 -5.409 0.460
O 8.360 -3.311 1.926
H 7.247 -4.388 0.883
H 7.574 -2.820 0.037
H 9.795 -3.822 -0.584
H 8.828 -4.872 -1.254
H 10.341 -4.916 1.062
H 8.234 -4.083 2.482
C 4.733 2.730 2.688
C 6.025 3.266 3.328
O 7.133 2.571 2.836
O 4.755 3.026 1.279
H 3.907 3.279 3.141
H 4.713 1.652 2.848
H 5.980 3.137 4.410
H 6.015 4.354 3.253
H 6.944 1.630 2.854
H 5.587 2.612 1.039
C -3.917 8.717 -2.780
C -4.969 9.894 -2.919
O -5.321 10.355 -1.707
O -2.885 8.914 -1.921
H -3.617 8.499 -3.805
H -4.449 7.865 -2.355
H -5.831 9.454 -3.421
H -4.499 10.763 -3.379
H -4.501 10.382 -1.208
H -2.342 8.124 -1.866
C -3.179 5.854 5.096
C -2.276 6.994 4.593
O -0.975 6.747 5.293
O -4.022 5.391 4.141
H -3.737 6.218 5.959
H -2.567 5.030 5.463
H -2.789 7.940 4.767
H -1.880 6.885 3.584
H -0.607 7.624 5.422
H -3.472 5.225 3.372
C -6.929 -5.588 0.064
C -7.934 -6.603 0.857
O -8.101 -6.229 2.245
O -5.602 -5.693 0.645
H -7.335 -4.581 0.154
H -6.901 -5.733 -1.016
H -7.586 -7.630 0.740
H -8.899 -6.447 0.376
H -7.407 -5.585 2.406
H -5.227 -6.490 0.263
C 0.506 -7.909 4.170
C -0.543 -8.624 5.047
O -0.074 -9.922 5.512
O 1.643 -7.496 4.973
H 0.153 -6.978 3.725
H 0.750 -8.555 3.327
H -1.438 -8.912 4.496
H -0.703 -8.090 5.984
H 0.648 -9.878 6.143
H 2.092 -8.108 5.561
C -0.535 -0.631 8.711
C 0.361 0.683 8.748
O 1.538 0.341 9.556
O 0.153 -1.565 8.014
H -1.486 -0.308 8.288
H -0.755 -0.870 9.752
H -0.116 1.519 9.258
H 0.661 0.970 7.740
H 1.682 -0.599 9.422
H 0.178 -1.504 7.056
C 4.887 -0.241 -6.870
C 5.774 0.379 -7.966
O 5.107 0.443 -9.213
O 4.000 0.599 -6.256
H 5.412 -0.625 -5.996
H 4.334 -1.148 -7.116
H 6.547 -0.390 -7.985
H 6.130 1.357 -7.643
H 4.230 0.781 -9.021
H 3.530 0.052 -5.623
C -1.837 0.691 -1.078
C -0.946 -0.451 -0.589
O 0.335 -0.606 -1.175
O -1.449 1.891 -0.498
H -2.873 0.469 -0.823
H -1.647 0.785 -2.147
H -1.343 -1.438 -0.826
H -0.943 -0.430 0.501
H 0.899 0.001 -0.691
H -0.778 2.220 -1.100
C -8.595 -0.070 5.148
C -7.209 -0.548 5.064
O -7.163 -1.875 5.497
O -9.270 -0.726 4.021
H -8.657 1.015 5.060
H -9.006 -0.398 6.104
H -6.678 0.213 5.635
H -6.780 -0.493 4.063
H -7.363 -1.872 6.436
H -8.809 -1.546 3.829
C 3.049 7.585 -4.103
C 2.832 8.104 -5.539
O 3.349 7.175 -6.512
O 2.324 6.346 -3.881
H 2.939 8.233 -3.233
H 4.117 7.490 -3.903
H 3.376 9.047 -5.577
H 1.792 8.320 -5.785
H 3.071 6.302 -6.224
H 2.875 5.723 -3.403
C 3.696 -11.063 -1.535
C 3.849 -9.725 -2.325
O 2.643 -9.012 -2.035
O 4.708 -11.955 -1.795
H 2.733 -11.569 -1.472
H 3.749 -10.881 -0.462
H 3.881 -9.952 -3.390
H 4.721 -9.130 -2.053
H 2.728 -8.081 -2.252
H 4.564 -12.366 -2.651
C -2.941 3.456 -9.192
C -4.031 4.177 -9.970
O -4.550 3.435 -11.107
O -3.023 2.069 -8.938
H -2.827 3.842 -8.179
H -1.971 3.574 -9.675
H -3.623 5.141 -10.273
H -4.900 4.231 -9.314
H -3.963 3.626 -11.842
H -2.929 1.491 -9.698
*
```

As for the energy above the lowest of the compared OMol25 structures with the same formula, charge and spin: 863.3 kJ/mol. As for the energy: -81448.2178 eV. The gap between HOMO and LUMO comes out at 9.8 eV. The HOMO energy is -10.0 eV.


A molecular structure, C31H55BeO5SSi in a non-equilibrium geometry, computed with the ωB97M-V functional and the def2-TZVPD basis.

Structure (ORCA input):
```
! RIJCOSX wB97M-V def2-TZVPD def2/J DEFGRID3
* xyz -1 1
O 1.679 5.168 -4.103
C 1.279 5.456 -5.458
C 1.905 6.848 -5.437
H 0.187 5.465 -5.544
H 1.739 4.767 -6.174
C 2.249 6.493 -3.975
H 1.205 7.676 -5.565
H 2.794 6.939 -6.070
C 1.520 7.300 -2.935
H 0.493 7.494 -3.260
H 2.036 8.258 -2.779
H 1.492 6.769 -1.979
C 3.734 6.443 -3.731
H 4.199 5.709 -4.393
H 3.940 6.200 -2.686
H 4.155 7.432 -3.949
Be 0.351 0.002 0.083
C 1.836 -1.132 0.097
C 1.373 -1.717 -1.162
C 2.007 -1.043 -2.218
H 0.680 -2.552 -1.258
C 2.938 -0.109 -1.661
C 2.833 -0.143 -0.264
H 3.454 0.428 0.426
H 1.753 -1.609 1.075
H 1.877 -1.224 -3.286
H 3.648 0.490 -2.233
C 0.192 0.756 1.783
C 1.340 1.631 1.722
C 0.960 2.811 1.058
H 2.300 1.445 2.201
C -0.410 2.702 0.684
C -0.903 1.457 1.131
H -1.948 1.139 1.103
H 0.092 -0.106 2.444
H 1.563 3.708 0.936
H -1.001 3.503 0.247
O 1.045 4.639 -1.671
C 2.180 3.792 -1.922
C 1.876 2.788 -3.048
H 2.416 3.267 -0.976
H 3.056 4.409 -2.190
C 0.366 2.917 -3.287
H 2.168 1.781 -2.758
H 2.433 3.072 -3.946
C -0.081 4.074 -2.378
H -0.164 2.002 -3.000
H 0.169 3.136 -4.336
H -0.805 3.683 -1.642
H -0.560 4.884 -2.945
C -3.986 -3.842 -0.211
C -3.879 -3.618 1.289
C -4.440 -2.249 1.661
C -4.639 -4.722 2.021
O -2.495 -3.736 1.693
Si -1.273 -2.608 1.597
S -1.417 -1.352 0.008
O -1.305 -1.758 3.019
C -1.323 -2.174 4.411
C -0.717 -1.028 5.216
C -2.760 -2.422 4.855
C -0.510 -3.441 4.631
O 0.129 -3.498 1.601
C 0.427 -4.831 1.101
C 1.934 -4.870 0.862
C 0.041 -5.874 2.145
C -0.328 -5.120 -0.189
H -5.043 -3.787 -0.501
H -3.606 -4.837 -0.473
H -3.433 -3.071 -0.761
H -5.509 -2.234 1.403
H -4.339 -2.062 2.741
H -3.936 -1.454 1.091
H -4.228 -5.709 1.771
H -4.591 -4.594 3.110
H -5.692 -4.698 1.716
H -0.738 -1.267 6.286
H -1.283 -0.101 5.061
H 0.327 -0.863 4.924
H -3.187 -3.286 4.326
H -2.772 -2.648 5.932
H -3.384 -1.534 4.686
H -0.986 -4.306 4.150
H 0.517 -3.327 4.265
H -0.467 -3.649 5.711
H 2.475 -4.721 1.807
H 2.219 -5.849 0.456
H 2.241 -4.095 0.149
H -1.040 -5.850 2.334
H 0.297 -6.874 1.765
H 0.585 -5.711 3.084
H -1.407 -5.178 0.005
H -0.128 -4.355 -0.949
H 0.007 -6.095 -0.571
*
```

As for the energy above the lowest of the compared OMol25 structures with the same formula, charge and spin: 19.6 kJ/mol. As for the energy: -62395.9137 eV. The gap between HOMO and LUMO comes out at 6.5 eV. The HOMO energy is -4.1 eV.


A molecular structure, C19H47B3N8O15 in a non-equilibrium geometry, computed with the ωB97M-V functional and the def2-TZVPD basis.

Structure (ORCA input):
```
! RIJCOSX wB97M-V def2-TZVPD def2/J DEFGRID3
* xyz 0 1
C 1.589 -1.242 4.018
C 2.470 -2.308 3.326
C 3.725 -1.710 2.649
C 3.543 -1.439 1.138
C 3.359 0.069 0.793
C 2.356 0.198 -0.363
C 1.652 1.570 -0.449
C 0.864 1.823 0.880
B -0.675 2.035 0.685
O -1.573 1.086 0.142
B -2.486 0.825 1.179
C -2.971 -0.679 1.294
C -1.786 -1.621 0.911
N -2.049 -3.015 1.358
O -2.923 1.829 2.039
B -1.985 2.841 2.247
C -1.671 3.497 3.648
C -1.239 2.503 4.721
C -2.006 2.526 6.043
N -0.271 1.682 4.616
O -1.256 3.239 1.119
H 0.842 -0.826 3.334
H 1.033 -1.730 4.827
H 2.186 -0.451 4.478
H 1.869 -2.905 2.630
H 2.792 -2.999 4.115
H 4.512 -2.472 2.745
H 4.053 -0.834 3.218
H 4.395 -1.813 0.560
H 2.673 -2.019 0.817
H 4.324 0.528 0.553
H 3.014 0.538 1.723
H 1.563 -0.545 -0.248
H 2.905 0.063 -1.300
H 2.372 2.388 -0.555
H 0.966 1.610 -1.303
H 1.249 2.738 1.348
H 1.000 1.030 1.630
H -3.335 -0.921 2.296
H -3.740 -0.844 0.527
H -1.657 -1.674 -0.172
H -0.849 -1.299 1.381
H -2.775 -3.390 0.746
H -2.481 -2.941 2.274
H -2.505 4.121 3.990
H -0.832 4.186 3.498
H -2.565 1.604 6.206
H -1.256 2.675 6.827
H -2.654 3.404 6.095
H 0.165 1.796 3.695
C -2.832 3.298 -1.654
N -2.791 3.823 -3.047
O -1.836 3.523 -3.734
O -3.721 4.519 -3.400
H -1.953 2.699 -1.472
H -2.860 4.154 -0.985
H -3.732 2.697 -1.559
C -6.266 -5.602 0.206
N -5.156 -4.808 0.801
O -4.370 -4.277 0.038
O -5.112 -4.745 2.008
H -6.174 -5.567 -0.874
H -6.171 -6.620 0.573
H -7.199 -5.154 0.534
C 0.033 7.000 -0.145
N -0.564 6.533 1.136
O -0.992 7.375 1.900
O -0.582 5.328 1.325
H -0.020 8.082 -0.176
H 1.064 6.659 -0.167
H -0.541 6.559 -0.954
C 3.214 -0.200 -4.979
N 4.139 -0.239 -3.813
O 4.553 -1.320 -3.456
O 4.418 0.826 -3.293
H 3.058 -1.210 -5.330
H 2.281 0.240 -4.638
H 3.679 0.411 -5.745
C 0.586 -4.583 -0.420
N 1.384 -3.919 -1.489
O 1.781 -4.602 -2.409
O 1.581 -2.728 -1.356
H 0.491 -5.635 -0.665
H 1.119 -4.448 0.517
H -0.387 -4.102 -0.381
C 2.294 -2.596 -9.319
N 2.310 -2.099 -7.917
O 2.648 -0.946 -7.729
O 1.982 -2.882 -7.053
H 2.607 -1.792 -9.974
H 2.981 -3.436 -9.375
H 1.277 -2.908 -9.542
*
```

As for the energy: -65117.2121 eV. The gap between HOMO and LUMO comes out at 8.8 eV. The HOMO energy is -9.0 eV.


H3N3O2 in the gas phase in a non-equilibrium geometry, computed with the ωB97M-V functional and the def2-TZVPD basis.

Structure (ORCA input):
```
! RIJCOSX wB97M-V def2-TZVPD def2/J DEFGRID3
* xyz 0 1
N 1.309 -0.191 0.017
N 0.191 0.560 0.203
N -1.066 0.070 -0.091
O -0.970 -1.158 -0.333
O -1.993 0.797 -0.095
H 1.085 -0.994 0.719
H 1.221 -0.636 -0.884
H 0.222 1.552 0.463
*
```

As for the energy above the lowest of the compared OMol25 structures with the same formula, charge and spin: 40.0 kJ/mol. As for the SMILES: NN[N+](=O)[O-]. As for the energy: -8609.4540 eV. The gap between HOMO and LUMO comes out at 11.6 eV. The HOMO energy is -10.8 eV.